No. 1
Density functional theory data (wB97M-V/def2-TZVPD) for a 2-piece molecular cluster, C8H8N4O4 overall at a distorted geometry.

Last column: Löwdin charge in e.
Element x y z (Å)
O  0.8936  -1.5577  0.0485  0.04
C  1.8915  -0.8445  0.0633  -0.45
C  3.2465  -1.3668  0.0393  0.01
C  4.3003  -0.5270  0.0304  -0.06
N  4.1202  0.8344  -0.0723  0.12
C  2.8722  1.4383  -0.0186  -0.49
O  2.7150  2.6297  0.0014  0.11
N  1.8261  0.5154  0.0203  0.21
H  3.3506  -2.4368  0.1331  0.11
H  5.3268  -0.8960  0.0347  0.13
H  4.9065  1.4723  -0.0319  0.16
H  0.8812  0.9468  0.0182  0.12
O  -5.4126  1.1541  0.1184  0.06
C  -4.3468  0.5676  0.0214  -0.46
C  -4.1584  -0.8838  -0.0470  0.01
C  -2.9094  -1.3688  -0.0667  -0.07
N  -1.7762  -0.5999  -0.0342  0.14
C  -1.8606  0.7660  -0.0228  -0.47
O  -0.8853  1.5172  -0.0088  0.05
N  -3.1472  1.2623  -0.0315  0.20
H  -5.0368  -1.4979  -0.1222  0.11
H  -2.7366  -2.4468  -0.1677  0.14
H  -0.8147  -0.9529  0.0374  0.11
H  -3.2458  2.2748  0.0572  0.18

The HOMO energy is -9.41 eV. Its relative energy (zero: lowest compared OMol25 entry of this formula, charge and spin) is 0.0 kcal/mol. For the LUMO energy, the calculation gives 0.44 eV. The net charge is 0. The gap between HOMO and LUMO is 9.85 eV.

No. 2
Density functional theory data (wB97M-V/def2-TZVPD) for a 6-piece molecular cluster, C16H44O6 overall at a distorted geometry.

Last column: Löwdin charge in e.
Element x y z (Å)
C  3.2398  -2.7092  -5.3526  -0.03
C  2.2138  -1.7042  -4.9096  -0.69
C  1.4618  -2.2832  -3.7636  -0.06
O  2.5178  -0.5632  -4.5226  0.04
H  2.8708  -3.7492  -5.5606  0.10
H  3.9108  -2.8092  -4.5556  0.06
H  3.6988  -2.2822  -6.2976  0.10
H  1.5098  -1.5962  -5.7366  0.14
H  2.1618  -2.5642  -2.9776  0.07
H  0.8988  -3.2312  -4.0096  0.11
H  0.6778  -1.6552  -3.3646  0.07
H  1.6798  -0.0932  -4.5486  0.13
C  -2.0992  -0.7382  2.7324  -0.02
C  -1.6532  -0.2612  4.0794  -0.68
C  -2.1072  -1.1982  5.2284  -0.03
O  -0.4592  -0.0502  4.3044  0.03
H  -3.1312  -0.5222  2.5664  0.08
H  -1.8482  -1.8652  2.6644  0.10
H  -1.5752  -0.3172  1.9394  0.03
H  -2.0492  0.7038  4.3414  0.12
H  -3.2342  -1.2732  5.2744  0.09
H  -1.8752  -0.5922  6.1034  0.07
H  -1.6372  -2.2112  5.2524  0.09
H  -0.1372  0.5278  3.6174  0.12
C  2.2978  0.7538  -1.5626  -0.04
C  1.5348  1.9018  -0.9016  -0.60
C  2.5268  3.1368  -0.7166  -0.04
O  0.4488  2.2288  -1.4696  0.01
H  2.6148  1.0768  -2.5276  0.06
H  1.6488  -0.1092  -1.7236  0.05
H  3.2188  0.5338  -1.0226  0.09
H  1.3358  1.6508  0.1404  0.12
H  2.1458  4.0018  -0.0916  0.08
H  2.9278  3.5748  -1.6426  0.07
H  3.3228  2.8208  0.0144  0.08
H  -0.2742  1.6508  -1.2716  0.05
C  1.3598  -1.1102  1.3864  -0.01
C  1.2278  -2.4422  0.6244  -0.63
C  0.0068  -3.2212  1.0594  -0.04
O  1.3718  -2.3202  -0.6176  -0.01
H  0.5888  -0.4952  1.0934  0.02
H  2.2948  -0.6712  1.1044  0.08
H  1.2838  -1.2192  2.4534  0.08
H  2.0968  -3.0162  0.9314  0.14
H  0.0948  -4.2732  0.7264  0.08
H  -0.9492  -2.8282  0.6394  0.08
H  -0.0402  -3.3712  2.1514  0.09
H  2.1968  -2.7422  -0.9906  0.15
C  -2.5932  2.8468  0.2344  -0.01
C  -2.3642  3.8668  1.3924  -0.66
C  -2.7332  3.3438  2.7294  -0.04
O  -1.2742  4.4308  1.4324  0.05
H  -2.1392  3.0468  -0.6676  0.04
H  -3.6292  2.5388  -0.0016  0.09
H  -2.1472  1.9188  0.6124  0.06
H  -3.0382  4.7258  1.2494  0.14
H  -2.1822  2.4908  3.0824  0.05
H  -3.7502  3.0528  2.8094  0.08
H  -2.5542  4.0728  3.5344  0.10
H  -1.1292  4.8698  0.6004  0.13
C  -2.1152  -0.6272  -1.3476  -0.11
O  -0.9662  0.0058  -0.7786  -0.15
H  -1.8522  -1.3552  -2.1166  0.08
H  -2.8132  0.1378  -1.7426  0.09
H  -2.7202  -1.1352  -0.5866  0.07
H  -0.3182  -0.7062  -0.7256  0.04

The HOMO energy is -9.34 eV. Its relative energy (zero: lowest compared OMol25 entry of this formula, charge and spin) is 149.6 kcal/mol. For the LUMO energy, the calculation gives 0.44 eV. The net charge is 0. The gap between HOMO and LUMO is 9.78 eV.

No. 3
Density functional theory data (wB97M-V/def2-TZVPD) for C43H41Cl5FeGeO3S as an isolated structure at a distorted geometry.

Last column: Löwdin charge in e.
Element x y z (Å)
Fe  1.1485  0.3945  0.4478  0.60
C  -0.0598  0.4621  3.4040  -0.10
O  1.2137  0.4536  2.7764  -0.31
C  2.1001  1.4585  3.3960  -0.15
C  2.1162  2.7307  2.5989  -0.21
O  2.5072  2.4118  1.2866  -0.26
C  3.9021  2.5184  1.0088  -0.09
H  0.1441  -0.0151  4.3787  0.10
H  -0.7109  -0.0758  2.7695  0.07
H  -0.3565  1.5016  3.6180  0.10
H  3.1714  1.0700  3.4190  0.12
H  1.7841  1.6254  4.4423  0.13
H  2.7717  3.4598  3.0756  0.13
H  1.1737  3.1773  2.5813  0.10
H  4.4901  1.9128  1.6878  0.05
H  4.2011  3.5944  1.0745  0.10
H  3.9845  2.1832  -0.0188  0.07
Cl  4.2546  -0.7678  1.3178  0.68
C  4.0897  -0.4958  -0.4077  -0.69
C  2.9324  0.1497  -0.7879  -0.30
C  2.7109  0.2199  -2.1569  -0.72
Cl  1.1778  0.8420  -2.6568  0.71
C  3.6326  -0.2127  -3.0904  -0.69
Cl  3.3759  0.0975  -4.7791  0.66
C  4.7749  -0.8919  -2.6279  -0.69
Cl  5.9190  -1.5167  -3.7870  0.63
C  5.0241  -1.0997  -1.2735  -0.69
Cl  6.4722  -1.9624  -0.7931  0.63
C  0.7961  5.1402  -2.7790  -0.07
C  0.5993  5.3931  -1.2809  -0.63
C  1.6472  6.3454  -0.7308  -0.08
C  -0.7660  6.0937  -1.0705  -0.06
C  0.5207  4.0926  -0.5367  0.01
C  0.0732  3.0851  -0.0465  -0.10
H  0.7295  6.1247  -3.2842  0.08
H  0.0110  4.5109  -3.2443  0.09
H  1.8064  4.7752  -3.0782  0.09
H  1.6245  7.2991  -1.2998  0.08
H  2.7036  5.9238  -0.8335  0.10
H  1.4579  6.5302  0.3590  0.09
H  -0.8011  7.0555  -1.5607  0.07
H  -0.8906  6.1115  0.0204  0.09
H  -1.5716  5.4701  -1.4518  0.08
C  -1.7073  -1.7778  -1.1304  -0.29
Ge  0.0969  -1.7669  -0.4298  0.87
C  1.1457  -2.6458  -1.8408  -0.32
C  2.3489  -3.2880  -1.4592  -0.12
C  3.1033  -3.9672  -2.4007  -0.09
C  2.7772  -3.8542  -3.7530  -0.12
C  1.6761  -3.1517  -4.1525  -0.13
C  0.8156  -2.6000  -3.2237  -0.12
C  0.1824  -3.2310  0.9575  -0.26
C  0.9546  -2.9802  2.0887  -0.12
C  1.4062  -4.0551  2.9290  -0.07
C  0.9539  -5.3195  2.6737  -0.07
C  0.1098  -5.6407  1.6040  -0.17
C  -0.3300  -6.9705  1.3260  -0.05
C  -1.1489  -7.2690  0.2460  -0.08
C  -1.4525  -6.2149  -0.6774  -0.08
C  -1.0402  -4.9318  -0.4287  -0.04
C  -0.2529  -4.5567  0.7027  -0.16
H  -2.0034  -0.7767  -1.4579  -0.02
H  -2.5446  -2.1809  -0.5301  0.04
H  -1.6592  -2.3024  -2.0964  0.00
H  2.6164  -3.2983  -0.3977  0.10
H  3.9887  -4.5293  -2.0042  0.12
H  3.3382  -4.3533  -4.5174  0.09
H  1.5179  -2.9555  -5.1834  0.09
H  0.0675  -1.8710  -3.5899  0.09
H  1.2940  -1.9926  2.3762  0.05
H  2.1349  -3.7653  3.6698  0.09
H  1.2381  -6.1252  3.3269  0.10
H  -0.0341  -7.7631  1.9914  0.09
H  -1.4857  -8.2661  0.0910  0.08
H  -2.0276  -6.4188  -1.5639  0.09
H  -1.3699  -4.1604  -1.1212  0.07
C  -7.6240  2.8517  0.6596  -0.07
C  -8.2076  1.7464  1.5569  -0.71
O  -9.0030  1.9379  2.4437  0.00
S  -7.4361  0.1247  1.2399  0.94
C  -5.7192  0.5346  0.9975  -0.57
C  -4.9582  0.6609  2.2148  -0.13
C  -3.6795  1.0819  2.1579  -0.04
C  -3.0010  1.2286  0.8419  -0.22
C  -3.7766  0.9476  -0.3169  -0.07
C  -5.1020  0.6633  -0.2562  -0.12
C  -1.7201  1.7172  0.6789  0.02
C  -0.4346  1.8921  0.5236  -0.21
H  -8.0761  3.7760  1.0270  0.07
H  -7.8991  2.6344  -0.4003  0.09
H  -6.5233  2.8921  0.7443  0.07
H  -5.4254  0.3882  3.1797  0.11
H  -3.0672  1.2226  3.0386  0.09
H  -3.2502  0.9677  -1.2881  0.12
H  -5.6929  0.5363  -1.1533  0.11

The HOMO energy (alpha / beta) is -3.54 / -4.96 eV. Its relative energy (zero: lowest compared OMol25 entry of this formula, charge and spin) is 0.0 kcal/mol. For the LUMO energy (alpha / beta), the calculation gives 2.24 / 1.78 eV. The spin multiplicity is 6. The net charge is -1. The gap between HOMO and LUMO (alpha / beta) is 5.78 / 6.74 eV.

No. 4
Density functional theory data (wB97M-V/def2-TZVPD) for one molecule with the formula C2H8N2O2S at a distorted geometry.

Last column: Löwdin charge in e.
Element x y z (Å)
C  -0.7747  -0.4290  -1.2231  -0.31
C  0.3797  1.1015  1.3374  -0.38
N  -0.3914  -0.9687  -2.4806  -0.03
N  1.1024  0.3570  2.2043  0.07
O  1.0369  1.6828  -1.1476  -0.35
O  1.7789  -0.6499  -0.3840  -0.38
S  0.7977  0.4212  -0.3902  0.67
H  -1.4991  0.3139  -1.3039  0.06
H  -1.1882  -1.3269  -0.6644  0.11
H  0.6426  2.0886  1.1155  0.06
H  -0.6750  0.9481  1.3516  0.08
H  0.5589  -1.4739  -2.5519  0.13
H  -0.5134  -0.2238  -3.2087  0.10
H  2.0874  0.4840  2.4737  0.12
H  0.7726  -0.6323  2.0038  0.05

The HOMO energy (alpha / beta) is -3.58 / -9.91 eV. Its relative energy (zero: lowest compared OMol25 entry of this formula, charge and spin) is 72.1 kcal/mol. For the LUMO energy (alpha / beta), the calculation gives 0.67 / -3.63 eV. The spin multiplicity is 3. The net charge is 0. The gap between HOMO and LUMO (alpha / beta) is 4.25 / 6.28 eV.